1.
This record from OMol25 describes an isolated molecule of C3H9N5. The level of theory is wB97M-V/def2-TZVPD.

Computed properties:
SMILES string: [H]/N=C(\NN)N(C)N=C
Frontier orbital gap (alpha / beta) (eV): 7.9 / 7.9
LUMO (alpha / beta) (eV): 0.394 / 0.394
E_tot (eV): -10702.292
Energy above the lowest of the compared OMol25 structures with the same formula, charge and spin (eV): 5.756
Max |F| (eV/Å): 3.51
Highest occupied orbital energy (alpha / beta) (eV): -7.6 / -7.6
Total charge: 0

Last column: natural (NBO) charge in e.
Cartesian coordinates (Å):
C1 -1.7339 1.3836 0.2080  -0.437
N1 -0.7755 0.3044 0.3109  -0.332
N2 0.7207 -1.1341 -0.5406  -0.520
C2 -0.5557 -0.5063 -0.7399  0.542
N3 1.7695 -0.8669 -1.4387  -0.662
C3 0.8606 0.0014 2.1808  -0.152
N4 0.7894 0.4998 1.0110  -0.189
N5 -1.1985 -0.6179 -1.8525  -0.738
H1 0.8193 -1.8125 0.2071  0.386
H2 1.5975 -0.0298 -1.9956  0.365
H3 2.5948 -0.6425 -0.8776  0.346
H4 -0.6790 -1.2576 -2.4575  0.356
H5 -2.1743 1.5743 1.1910  0.200
H6 -2.5969 1.1935 -0.4414  0.252
H7 -1.2705 2.2995 -0.1778  0.198
H8 0.2032 -0.7895 2.5594  0.180
H9 1.6294 0.4005 2.8533  0.205

---

2.
This record from OMol25 describes a structure of composition C5H8CuO3. The level of theory is wB97M-V/def2-TZVPD.

Computed properties:
Frontier orbital gap (alpha / beta) (eV): 7.3 / 4.9
LUMO (alpha / beta) (eV): -9.962 / -12.423
E_tot (eV): -56072.760
Energy above the lowest of the compared OMol25 structures with the same formula, charge and spin (eV): 0.949
Max |F| (eV/Å): 4.19
Highest occupied orbital energy (alpha / beta) (eV): -17.3 / -17.3
2S+1: 2
⟨S²⟩: 0.755
Total charge: +2

Last column: Löwdin spin population.
Cartesian coordinates (Å):
O1 -0.4295 0.9638 2.7210  0.485
C1 1.5084 0.4939 -1.3766  0.000
C2 0.1799 1.4178 1.5796  0.075
O2 1.5954 0.4776 -2.5132  0.000
O3 1.7755 0.6546 -0.2187  0.000
C3 1.0099 0.2480 1.0878  0.001
Cu1 -1.8811 0.4714 3.2810  0.386
H1 0.8445 2.2763 1.7781  0.030
H2 -0.5345 1.7271 0.7931  0.023
H3 0.4347 -0.6273 0.7758  0.000
H4 1.8467 -0.0138 1.7374  0.000
C4 -0.8363 -1.9775 -1.6077  0.000
C5 -1.2767 -0.7124 -1.6064  0.000
H5 -0.8243 -2.5803 -0.6965  0.000
H6 -0.3731 -2.4181 -2.4940  0.000
H7 -1.7020 -0.2620 -0.7058  0.000
H8 -1.3376 -0.1390 -2.5347  0.000

---

3.
This record from OMol25 describes a cluster of 2 separate species, CH4Cl2N2 in total. The level of theory is wB97M-V/def2-TZVPD.

Computed properties:
Frontier orbital gap (eV): 7.7
LUMO (eV): -1.131
E_tot (eV): -29122.352
Energy above the lowest of the compared OMol25 structures with the same formula, charge and spin (eV): 2.473
Max |F| (eV/Å): 2.99
Highest occupied orbital energy (eV): -8.8
Total charge: 0

Last column: natural (NBO) charge in e.
Cartesian coordinates (Å):
C1 2.0921 1.0219 -1.9149  -0.191
N1 0.0070 0.2629 -0.1888  -0.664
N2 -0.0102 -0.7092 0.8137  -0.693
Cl1 3.3609 0.4748 -0.8492  0.018
Cl2 1.8664 2.6288 -1.9096  0.150
H1 0.2818 -0.4400 1.7949  0.371
H2 -0.8106 0.2003 -0.9159  0.351
H3 0.8890 0.3594 -0.7109  0.312
H4 0.2357 -1.6316 0.4692  0.345

---

4.
This record from OMol25 describes a cluster of 2 separate species, C2H3F2IO in total. The level of theory is wB97M-V/def2-TZVPD.

Computed properties:
Frontier orbital gap (eV): 9.1
LUMO (eV): -0.243
E_tot (eV): -17702.382
Energy above the lowest of the compared OMol25 structures with the same formula, charge and spin (eV): 3.595
Max |F| (eV/Å): 3.72
Highest occupied orbital energy (eV): -9.4
Total charge: 0

Last column: natural (NBO) charge in e.
Cartesian coordinates (Å):
C1 -1.5780 0.3320 -0.7195  0.277
C2 1.6090 -0.8989 0.6726  0.417
O1 -2.4461 0.9577 -0.0918  -0.665
F1 2.4374 -1.9299 0.6320  -0.326
F2 1.6045 -0.4495 1.9566  -0.371
I1 -1.2733 1.2181 -2.7763  -0.129
H1 0.5474 -0.9641 0.3490  0.159
H2 2.0746 0.0168 0.2253  0.117
H3 -2.9755 1.7180 -0.2479  0.521

---

5.
This record from OMol25 describes an isolated molecule of C31H45FN4O3. The level of theory is wB97M-V/def2-TZVPD.

Computed properties:
SMILES string: CCN(CC)CCN(C(=O)c1ccc(CN2CCCCC2)o1)[C@H](C(=O)NC1CCCCC1)c1ccc(F)cc1
Frontier orbital gap (eV): 8.7
LUMO (eV): 0.570
E_tot (eV): -47698.871
Energy above the lowest of the compared OMol25 structures with the same formula, charge and spin (eV): 0.000
Max |F| (eV/Å): 1.22
Highest occupied orbital energy (eV): -8.2
Total charge: 0

Last column: natural (NBO) charge in e.
Cartesian coordinates (Å):
C1 1.2128 5.0103 1.2168  -0.635
H1 1.4302 5.2879 2.2450  0.206
H2 2.0993 4.5467 0.7888  0.200
H3 0.9924 5.9149 0.6563  0.215
C2 0.0134 4.0580 1.1510  -0.199
N1 0.1895 2.7758 1.8083  -0.478
C3 1.1269 1.8853 1.1466  -0.232
H4 2.0345 1.7441 1.7506  0.184
C4 0.5226 0.4962 0.8735  -0.221
N2 -0.5323 0.5211 -0.1189  -0.443
C5 -0.4576 -0.0751 -1.3304  0.705
O1 -1.4551 -0.3957 -1.9763  -0.653
C6 0.8699 -0.3013 -1.9179  0.117
C7 1.1971 -1.1553 -2.9413  -0.215
C8 2.5636 -0.9446 -3.2138  -0.324
C9 2.9815 0.0382 -2.3575  0.293
O2 1.9608 0.4257 -1.5681  -0.411
C10 4.3296 0.6466 -2.1182  -0.252
N3 5.1601 -0.0893 -1.1797  -0.434
C11 4.5799 -0.1902 0.1460  -0.224
C12 5.6334 -0.6946 1.1274  -0.402
C13 6.1458 -2.0586 0.6787  -0.397
C14 6.6668 -1.9479 -0.7500  -0.401
C15 5.5768 -1.3923 -1.6626  -0.224
H5 5.9670 -1.2726 -2.6763  0.198
H6 4.7328 -2.1043 -1.7006  0.166
H7 7.5215 -1.2704 -0.7721  0.203
H8 6.9884 -2.9233 -1.1185  0.208
H9 6.9368 -2.4055 1.3454  0.211
H10 5.3303 -2.7854 0.7153  0.194
H11 6.4615 0.0151 1.1493  0.204
H12 5.2017 -0.7554 2.1279  0.208
H13 4.2320 0.8017 0.4454  0.201
H14 3.7140 -0.8778 0.1639  0.159
H15 4.8713 0.7110 -3.0650  0.218
H16 4.1942 1.6558 -1.7183  0.215
H17 3.1567 -1.4408 -3.9544  0.233
H18 0.5308 -1.8415 -3.4212  0.242
C16 -1.8200 0.9825 0.3976  -0.178
C17 -2.6512 1.7123 -0.6268  -0.047
C18 -2.0532 2.4565 -1.6377  -0.184
C19 -2.8162 3.1626 -2.5478  -0.267
C20 -4.1928 3.1292 -2.4299  0.386
C21 -4.8172 2.4179 -1.4234  -0.295
C22 -4.0379 1.7129 -0.5245  -0.133
H19 -4.5159 1.1612 0.2702  0.212
H20 -5.8933 2.4188 -1.3523  0.228
F1 -4.9459 3.8181 -3.3156  -0.328
H21 -2.3584 3.7324 -3.3410  0.226
H22 -0.9777 2.4780 -1.7282  0.210
H23 -1.5674 1.6939 1.1969  0.290
C23 -2.5583 -0.2013 1.0614  0.682
O3 -2.6618 -0.2842 2.2714  -0.648
N4 -3.0162 -1.0981 0.1840  -0.635
H24 -2.7917 -0.9537 -0.7991  0.438
C24 -3.6775 -2.3297 0.5552  -0.058
C25 -2.8223 -3.5317 0.1480  -0.401
H25 -1.8540 -3.4749 0.6502  0.212
H26 -2.6463 -3.4885 -0.9298  0.196
C26 -3.5254 -4.8372 0.5061  -0.397
H27 -3.6502 -4.8940 1.5897  0.196
H28 -2.9109 -5.6843 0.1945  0.207
C27 -4.8933 -4.9094 -0.1651  -0.396
C28 -5.7486 -3.7154 0.2467  -0.396
H29 -5.9200 -3.7475 1.3250  0.196
H30 -6.7202 -3.7633 -0.2489  0.208
C29 -5.0505 -2.4079 -0.1144  -0.399
H31 -5.6586 -1.5576 0.2001  0.211
H32 -4.9182 -2.3457 -1.1972  0.196
H33 -4.7655 -4.9069 -1.2499  0.193
H34 -5.3943 -5.8392 0.1114  0.207
H35 -3.7934 -2.3083 1.6444  0.224
H36 1.3153 -0.1749 0.5444  0.220
H37 0.0939 0.0943 1.7941  0.219
H38 1.4290 2.3094 0.1862  0.207
C30 0.3694 2.8789 3.2468  -0.205
C31 -0.0043 1.5965 3.9842  -0.626
H39 -0.9788 1.2366 3.6633  0.237
H40 0.7343 0.8161 3.8185  0.194
H41 -0.0452 1.7966 5.0523  0.213
H42 -0.2863 3.6812 3.5933  0.196
H43 1.4070 3.1514 3.5088  0.160
H44 -0.2358 3.8609 0.1052  0.193
H45 -0.8550 4.5430 1.6065  0.196

---

6.
This record from OMol25 describes a structure of composition C41H40N12O2Sr. The level of theory is wB97M-V/def2-TZVPD.

Computed properties:
Frontier orbital gap (eV): 5.8
LUMO (eV): -5.840
E_tot (eV): -65964.588
Energy above the lowest of the compared OMol25 structures with the same formula, charge and spin (eV): 1.362
Max |F| (eV/Å): 0.16
Highest occupied orbital energy (eV): -11.7
Total charge: +2

Last column: Löwdin charge in e.
Cartesian coordinates (Å):
Sr1 -0.5435 0.5683 1.3044  1.307
C1 3.8375 -1.1283 2.8784  -0.074
C2 2.4512 -1.1092 3.0232  -0.048
N1 1.6607 -1.3696 1.9891  0.143
C3 2.2240 -1.7631 0.8459  -0.204
C4 3.6049 -1.7274 0.6935  -0.074
N2 4.4061 -1.3607 1.6971  0.042
C5 1.2845 -2.2122 -0.2249  -0.217
C6 1.6672 -3.1351 -1.1834  0.061
C7 0.7099 -3.6134 -2.0783  -0.122
C8 -0.5887 -3.1387 -1.9469  0.066
C9 -0.8860 -2.1915 -0.9726  -0.201
N3 0.0434 -1.7283 -0.1363  0.094
C10 -2.2761 -1.6743 -0.7934  -0.202
C11 -3.2715 -1.8683 -1.7479  -0.055
N4 -4.5246 -1.4757 -1.5580  0.125
C12 -4.8061 -0.9076 -0.3932  -0.083
C13 -3.8140 -0.6661 0.5488  -0.099
N5 -2.5517 -1.0195 0.3386  0.060
C14 1.0568 -4.6168 -3.1089  -0.182
C15 2.2569 -4.5368 -3.8059  -0.017
C16 2.5326 -5.4940 -4.7712  -0.119
N6 1.7116 -6.4974 -5.0611  0.085
C17 0.5697 -6.5756 -4.3860  -0.110
C18 0.1938 -5.6636 -3.4097  -0.004
H1 4.4878 -0.8946 3.7126  0.130
H2 1.9728 -0.8456 3.9599  0.088
H3 4.0781 -1.9651 -0.2528  0.125
H4 2.6698 -3.5414 -1.1965  0.128
H5 -1.3571 -3.5189 -2.6042  0.120
H6 -3.0597 -2.3338 -2.7025  0.121
H7 -5.8351 -0.6245 -0.2091  0.123
H8 -4.0410 -0.1668 1.4838  0.122
H9 2.9603 -3.7333 -3.6263  0.110
H10 3.4551 -5.4498 -5.3383  0.115
H11 -0.0779 -7.4087 -4.6325  0.118
H12 -0.7402 -5.7961 -2.8791  0.119
C19 -0.0005 4.1699 1.9465  -0.095
N7 -0.3724 3.0173 2.7643  -0.326
C20 -1.3621 3.4397 3.7667  -0.081
C21 0.8175 2.5276 3.4743  -0.217
C22 0.5631 1.2923 4.3268  -0.333
C23 1.2704 1.1902 5.5252  -0.074
C24 1.1224 0.0653 6.3248  -0.098
C25 0.2453 -0.9354 5.9219  -0.104
C26 -0.4525 -0.8051 4.7238  -0.171
C27 -0.3246 0.2984 3.8647  -0.256
H13 0.4053 4.9925 2.5507  0.101
H14 -0.8698 4.5403 1.4026  0.084
H15 0.7590 3.8780 1.2158  0.067
H16 -0.9102 4.1286 4.4924  0.106
H17 -1.7434 2.5727 4.3007  0.089
H18 -2.1826 3.9721 3.2864  0.077
H19 1.2358 3.3360 4.0947  0.127
H20 1.5774 2.3199 2.7077  0.080
H21 1.9251 1.9954 5.8473  0.107
H22 1.6602 -0.0169 7.2606  0.104
H23 0.1009 -1.8087 6.5470  0.103
H24 -1.1210 -1.6186 4.4513  0.083
O1 -3.0815 1.7811 -6.2454  0.098
N8 -3.9308 1.6124 -5.3934  -0.339
O2 -5.1040 1.4085 -5.5939  0.124
C28 -3.4944 1.6915 -3.9825  -0.064
C29 -4.3638 2.2408 -3.1203  0.084
C30 -4.0008 2.4124 -1.7484  -0.122
C31 -4.8825 2.9993 -0.8237  0.029
C32 -4.4864 3.1349 0.4792  -0.006
C33 -3.2115 2.6788 0.8338  -0.127
N9 -2.3595 2.1270 -0.0116  0.039
C34 -2.7436 1.9888 -1.2988  -0.158
C35 -1.8229 1.3608 -2.2348  -0.143
N10 -0.6406 0.9118 -1.7515  0.099
C36 0.1739 0.3111 -2.5940  -0.148
C37 -0.1060 0.1000 -3.9451  -0.014
C38 -1.2970 0.5505 -4.4464  0.036
C39 -2.1951 1.2119 -3.5858  -0.057
H25 -5.3371 2.5610 -3.4673  0.145
H26 -5.8583 3.3335 -1.1535  0.136
H27 -5.1280 3.5793 1.2268  0.124
H28 -2.8767 2.7569 1.8609  0.086
H29 1.1070 -0.0709 -2.1876  0.094
H30 0.6060 -0.4138 -4.5758  0.120
H31 -1.5445 0.4077 -5.4862  0.120
N11 5.6735 1.0253 0.7751  0.188
C40 4.5047 1.4430 -0.0801  -0.119
C41 3.2650 1.6788 0.7915  -0.253
N12 1.9933 1.4977 0.1026  0.006
H32 6.5330 0.9592 0.2277  0.175
H33 5.4760 0.0823 1.1985  0.112
H34 5.8454 1.6925 1.5297  0.175
H35 4.3377 0.6251 -0.7796  0.121
H36 4.8001 2.3265 -0.6429  0.137
H37 3.2891 2.6862 1.2101  0.128
H38 3.2914 0.9933 1.6398  0.083
H39 2.0037 0.6669 -0.4796  0.036
H40 1.7605 2.2801 -0.4998  0.092